C26H37EuN2O4P2 as an isolated structure at a distorted geometry. Source: OMol25; level of theory: ωB97M-V with the def2-TZVPD basis set.

The LUMO energy (spin up / spin down) is -2.7 / -2.7 eV. For the gap between HOMO and LUMO (spin up / spin down), the calculation gives 6.68 / 6.68 eV. As for the spin multiplicity: 8. The molar mass is 655.50 g mol⁻¹. The strongest force on any atom is 0.0275 hartree/bohr. The charge is +1. The calculation puts the HOMO energy (spin up / spin down) at -9.3455 / -9.3478 eV. Its expectation value of S² is 15.760. Its energy is -2816.40086 hartree. As for the energy relative to the best compared isomer or geometry (same formula, charge and spin): 0.0 kcal per mole.

Last column: Mulliken charge in e.
Positions of all 72 atoms, in Å:
Eu (1.01684, -1.23301, 0.57593)  0.604
P (-0.14957, -1.71069, -2.04820)  0.939
C (1.44507, -2.38626, -2.67582)  -1.104
C (2.57409, -1.37026, -2.72042)  0.659
N (2.77350, -0.61647, -1.61693)  0.434
C (3.75453, 0.31473, -1.65024)  0.297
C (4.59614, 0.48155, -2.75694)  -0.815
C (4.43066, -0.33774, -3.87074)  -0.561
C (3.40000, -1.27441, -3.85161)  -0.960
C (3.93915, 1.25032, -0.47529)  -1.200
P (3.23883, 0.64270, 1.10828)  1.045
H (3.21134, -1.93861, -4.69261)  0.439
H (5.36511, 1.25102, -2.72783)  0.467
H (5.08931, -0.24817, -4.73168)  0.429
H (5.01564, 1.44688, -0.35114)  0.541
H (3.44328, 2.21436, -0.69242)  0.449
H (1.74443, -3.20679, -1.97309)  0.144
H (1.26598, -2.79366, -3.67569)  0.500
H (2.30148, -3.56694, 1.37062)  0.317
O (2.36639, -3.42545, 0.39303)  -0.553
H (2.73097, -4.23455, -0.00660)  0.280
H (1.41894, -2.00257, 3.29098)  0.327
O (2.13565, -2.25562, 2.67124)  -0.629
H (2.95277, -2.07528, 3.16581)  0.279
C (4.75455, -0.12662, 1.79785)  -1.497
H (5.52697, 0.64349, 1.92693)  0.441
H (4.53823, -0.57973, 2.77753)  0.374
H (5.12765, -0.89699, 1.10675)  0.347
C (3.20915, 2.21661, 2.02789)  -1.342
H (2.61326, 2.06484, 2.93935)  0.350
H (4.22256, 2.54345, 2.29705)  0.422
H (2.72979, 2.98651, 1.40737)  0.395
C (-0.62283, -0.55766, -3.37277)  -1.005
H (-0.81294, -1.11980, -4.29883)  0.434
H (-1.53634, -0.02111, -3.07826)  0.034
H (0.17939, 0.17177, -3.54671)  0.363
C (-1.27734, -3.08687, -2.44122)  -1.237
H (-2.26035, -2.86360, -2.01290)  0.206
H (-1.36753, -3.20082, -3.52696)  0.419
H (-0.89916, -4.01468, -1.99749)  0.407
C (-4.42577, -2.25280, 0.42358)  -1.956
C (-4.15866, -0.92841, -0.23590)  0.828
C (-4.29738, -0.84432, -1.61967)  -0.510
C (-4.00034, 0.34096, -2.28801)  -1.039
C (-3.51001, 1.42357, -1.57429)  -0.699
C (-3.36210, 1.35923, -0.17813)  0.256
N (-2.88098, 2.51754, 0.42627)  0.101
C (-2.29839, 2.75713, 1.67926)  -0.625
C (-2.73761, 3.88909, 2.38923)  -0.497
C (-2.27917, 4.12476, 3.68087)  -0.643
C (-1.35782, 3.25708, 4.26981)  -0.787
C (-0.87223, 2.16121, 3.56988)  -0.671
C (-1.31494, 1.92567, 2.26754)  1.275
C (-0.72602, 0.78563, 1.51255)  1.315
O (-0.57063, -0.34831, 2.13217)  -0.872
O (-0.32371, 0.93262, 0.31667)  -0.904
C (-3.78429, 0.20063, 0.51487)  1.035
C (-3.85452, 0.15050, 2.00499)  -1.328
H (-3.53685, -2.61822, 0.95679)  0.294
H (-5.25721, -2.20919, 1.13853)  0.483
H (-4.69370, -2.99479, -0.33778)  0.378
H (-4.67091, -1.70735, -2.17956)  0.428
H (-4.15622, 0.42192, -3.36305)  0.365
H (-3.23506, 2.34712, -2.08040)  0.385
H (-2.97762, 3.36525, -0.13234)  0.300
H (-3.47175, 4.55196, 1.92103)  0.437
H (-2.64813, 4.99577, 4.21964)  0.403
H (-1.00056, 3.44953, 5.27877)  0.403
H (-0.15506, 1.47043, 4.01865)  0.445
H (-2.90703, -0.20925, 2.43028)  0.109
H (-4.06924, 1.13109, 2.44298)  0.348
H (-4.65167, -0.52994, 2.33058)  0.506